No. 1
Here is 2 unconnected molecules or ions with the total composition C4H4O2 in a non-equilibrium geometry from OMol25. Energies are from ωB97M-V/def2-TZVPD.

Positions of all 10 atoms, in Å:
O -1.88050 1.12560 -0.04556
C -1.58940 0.18960 -0.72740
O -1.77367 -0.49279 -1.63991
C -0.01280 -1.19437 -0.59492
C 0.69817 -0.60659 0.17600
C 1.14928 0.50018 0.83479
H -0.45263 -2.07005 -0.83786
H 1.49892 0.59273 1.86348
H 0.34583 1.26716 0.68104
H 2.01680 0.68853 0.29036

Output
* HOMO level: -9.93 eV
* LUMO level: 0.0140 Eh
* orbital gap: 10.31 eV
* max |F|: 0.09057 hartree/bohr
* SMILES: O=C=O.C#CC

***

No. 2
Here is a molecular structure, CBr3IO2S in a non-equilibrium geometry from OMol25. Energies are from ωB97M-V/def2-TZVPD.

Positions of all 8 atoms, in Å:
C -1.00600 0.60180 0.21483
O 0.82391 -1.93273 0.62000
O 0.88396 -1.03357 -1.62292
S 0.84356 -0.76060 -0.19144
Br -0.54622 1.49539 1.73133
Br -0.78361 1.80535 -1.13573
Br 2.47730 0.45376 0.47914
I -2.69289 -0.62940 -0.09522

Output
* HOMO level: -9.83 eV
* LUMO level: -0.0648 Eh
* orbital gap: 8.06 eV
* max |F|: 0.06871 hartree/bohr

***

No. 3
Here is a molecular structure, C33H28Cl3N2O2P2Zr in a non-equilibrium geometry from OMol25. Energies are from ωB97M-V/def2-TZVPD.

Positions of all 71 atoms, in Å:
Zr 0.98299 -0.48612 -0.25190
C -2.57810 -0.44582 -3.33454
N -1.46763 -0.42513 -2.37257
P -0.00562 0.40225 -2.64406
C 0.36165 0.04698 -4.37385
C -0.05394 0.88319 -5.40999
C 0.17361 0.51852 -6.73021
C 0.81903 -0.67476 -7.02359
C 1.24245 -1.51055 -5.99842
C 1.01479 -1.14793 -4.68037
C -0.36295 2.16872 -2.59434
C 0.63830 3.06638 -2.96378
C 0.41257 4.43253 -2.88012
C -0.81597 4.90435 -2.43188
C -1.80742 4.01136 -2.05233
C -1.57902 2.64337 -2.12207
P -1.42807 -1.38028 -0.97196
C -1.88350 -3.03557 -1.52620
C -0.88290 -3.84710 -2.06426
C -1.16460 -5.13951 -2.47539
C -2.45467 -5.63670 -2.34126
C -3.45640 -4.84196 -1.80394
C -3.17361 -3.54668 -1.39092
C -2.71936 -0.89802 0.18669
C -2.47936 -1.12252 1.54061
C -3.44445 -0.81544 2.48600
C -4.65260 -0.26056 2.08483
C -4.89316 -0.01638 0.74060
C -3.93376 -0.34304 -0.20914
H -2.20650 -0.19873 -4.32736
H -3.35849 0.26950 -3.07932
H -3.00478 -1.44836 -3.37665
H -0.55079 1.81967 -5.18894
H -0.15482 1.16842 -7.53099
H 0.99545 -0.95345 -8.05464
H 1.75208 -2.43765 -6.22718
H 1.34383 -1.80494 -3.88531
H 1.59444 2.70413 -3.33037
H 1.19080 5.12799 -3.16707
H -0.99677 5.96996 -2.37369
H -2.75698 4.38001 -1.68488
H -2.33824 1.94674 -1.78535
H 0.12806 -3.46596 -2.16323
H -0.38203 -5.76344 -2.88637
H -2.67599 -6.65157 -2.64601
H -4.45966 -5.23359 -1.69710
H -3.95764 -2.94038 -0.95541
H -1.52911 -1.52272 1.87236
H -3.25011 -0.99774 3.53469
H -5.40640 -0.01560 2.82175
H -5.83005 0.42519 0.42643
H -4.14346 -0.15932 -1.25297
N -0.00843 0.91258 0.44017
C -0.05937 2.10441 1.21152
C 1.07852 2.50098 1.91320
C 1.10653 3.69928 2.60806
C -0.01309 4.52368 2.62967
C -1.16228 4.11876 1.96814
C -1.18249 2.91928 1.26742
H 1.94350 1.84994 1.94308
H 2.00401 3.98534 3.14200
H 0.00793 5.46072 3.17020
H -2.05199 4.73564 1.99816
H -2.08608 2.59298 0.76519
Cl 5.43501 -1.05114 -0.70853
C 3.75546 -0.90899 -0.44753
Cl 3.15807 0.79811 -0.86177
Cl 2.82079 -2.02284 -1.53870
C 3.31830 -1.12281 1.09859
O 4.14192 -0.87039 1.91229
O 2.05475 -1.47467 1.19472

Output
* HOMO level: -10.30 eV
* LUMO level: -0.1195 Eh
* charge: +1
* orbital gap: 7.05 eV
* max |F|: 0.06668 hartree/bohr

***

No. 4
Here is a molecular structure, C47H59As2IN9O2RbS in a non-equilibrium geometry from OMol25. Energies are from ωB97M-V/def2-TZVPD.

Positions of all 122 atoms, in Å:
Rb 15.27690 12.44165 11.93930
C 12.34016 9.71534 13.20037
C 11.12520 10.60143 13.08879
As 11.75915 12.51134 12.63006
C 10.96800 13.61552 14.20769
C 9.95985 14.35221 14.45555
C 10.19784 15.31618 15.48762
C 11.29965 15.46730 16.27722
C 12.42903 14.63674 16.07906
C 12.26888 13.94167 14.82961
C 10.30105 13.18778 11.49282
C 8.99268 12.75939 11.74961
C 8.00292 12.88076 10.73919
C 8.29770 13.50065 9.51600
C 9.62114 13.91461 9.25852
C 10.59785 13.81052 10.26898
As 13.66762 9.75391 14.84806
C 12.49582 9.63591 16.46126
C 11.67298 8.58810 16.91692
C 10.87352 8.76017 18.07217
C 10.98416 9.92286 18.81085
C 11.89551 10.91947 18.39960
C 12.58202 10.78394 17.23655
C 14.37871 7.97774 14.96530
C 14.78149 7.37820 16.25257
C 15.74546 6.36607 16.28772
C 16.02543 5.60429 15.21060
C 15.68655 6.05296 13.88213
C 14.74662 7.21726 13.81428
H 13.10547 10.00934 12.44498
H 12.08318 8.64791 13.18237
H 10.56655 10.64801 14.03422
H 10.46473 10.34114 12.26938
H 8.94832 14.32465 14.07875
H 9.38337 15.98066 15.73820
H 11.52828 16.14401 17.09394
H 13.43326 14.52309 16.48112
H 6.58823 22.12695 9.80593
H 8.76309 12.29321 12.73740
H 7.01829 12.53782 11.02724
H 7.46249 13.72317 8.75716
H 9.95151 14.30978 8.30174
H 11.63670 14.13405 10.11646
H 11.62292 7.58620 16.50813
H 10.21763 7.97356 18.38046
H 10.37606 10.08155 19.68481
H 12.09145 11.81212 19.02090
H 13.24778 11.55877 16.88504
H 14.94177 8.43359 16.79540
H 16.39179 6.09493 17.23801
H 16.59082 4.72760 15.38566
H 16.14763 5.50750 13.06413
H 14.31559 7.42634 12.83259
C 18.68831 18.35334 12.21227
N 18.88355 17.68142 13.49306
C 19.60238 18.18624 14.55129
C 19.64164 17.22990 15.50951
N 19.05038 16.00704 15.03515
C 18.36520 16.37180 13.82326
S 17.02282 15.81170 13.01014
C 18.81001 14.81194 15.77485
C 19.45098 14.43150 16.99008
C 19.25903 13.12588 17.56911
C 18.48825 12.09150 16.92789
C 18.17212 12.54340 15.65327
N 18.17006 13.85885 15.06066
H 19.61776 18.90814 11.99580
H 17.81431 19.00219 12.20807
H 18.56008 17.53771 11.50786
H 20.06107 19.16537 14.55457
H 20.04966 17.30717 16.50417
H 20.02393 15.14219 17.61742
H 19.73236 13.03657 18.55699
H 17.15721 7.25403 10.14538
H 17.87205 11.89838 14.81422
C 20.85818 14.37250 10.42277
N 20.56307 13.56175 9.22341
C 21.49724 12.83192 8.47838
C 20.52124 11.95898 7.65241
N 19.60749 12.99276 7.29717
C 19.09056 13.08214 5.93659
C 19.46033 13.89232 8.32268
N 18.49468 14.68770 8.57840
C 17.24726 14.82651 7.78778
C 15.97331 14.25030 8.56931
N 15.33747 15.37078 9.26246
C 14.30967 16.11517 8.85450
N 13.55376 16.95940 9.73817
C 13.28936 16.63471 11.12928
C 12.57824 17.73662 9.02561
C 12.82159 17.48472 7.58068
N 13.90617 16.46230 7.58500
C 14.53156 16.05238 6.30650
H 21.11183 13.61503 11.09592
H 19.82675 14.74964 10.87346
H 21.56676 15.17508 10.59204
H 21.99812 12.21042 9.19982
H 22.17773 13.52356 7.94565
H 20.01263 11.25397 8.33184
H 20.84349 11.42347 6.76351
H 19.94073 12.80865 5.30485
H 18.74714 14.09422 5.68313
H 18.31532 12.34770 5.69266
H 17.40570 14.37802 6.79950
H 17.04424 15.90066 7.68057
H 16.36322 13.56541 9.32285
H 15.25348 13.66819 7.92654
H 14.26432 16.86747 11.66840
H 13.17446 15.62935 11.44809
H 12.48123 17.37315 11.41442
H 12.72524 18.82331 9.23870
H 11.53360 17.49651 9.37396
H 13.01102 18.40106 6.94976
H 11.96400 16.93536 7.10373
H 14.91082 17.02442 5.79587
H 13.77906 15.67352 5.59677
H 15.36845 15.31359 6.37161
O 13.59641 7.90348 9.98078
H 14.08560 7.14549 9.60812
H 13.48140 8.56065 9.27281
I 17.13991 8.75324 11.51746
O 13.26834 13.02143 14.25830

Output
* HOMO level (alpha / beta): -1.36 / -0.27 eV
* LUMO level (alpha / beta): 0.1146 / 0.1149 Eh
* charge: -2
* orbital gap (alpha / beta): 4.48 / 3.40 eV
* max |F|: 0.16067 hartree/bohr

***

No. 5
Here is 4 unconnected molecules or ions with the total composition C12H33NO4S2 in a non-equilibrium geometry from OMol25. Energies are from ωB97M-V/def2-TZVPD.

Positions of all 52 atoms, in Å:
C -3.81933 1.12720 1.27503
C -2.64762 0.73163 0.34949
N -2.56818 -0.70150 -0.03177
C -2.35741 -1.49586 1.22535
C -3.91443 -1.29457 -0.60966
C -4.39267 -0.45974 -1.80500
C -1.33545 -0.90766 -0.93527
C -1.03677 -2.27275 -1.40578
O 0.23282 -2.32252 -2.20902
C 0.71959 -3.62645 -2.36201
H -4.75818 0.75052 1.04820
H -3.57806 2.28123 1.20822
H -3.62109 1.19321 2.31935
H -1.78602 0.94769 0.68200
H -3.00477 1.35215 -0.50963
H -2.15263 -2.54090 1.12320
H -3.16507 -1.29989 2.04750
H -1.27854 -1.18146 1.56496
H -4.52878 -1.42409 0.22174
H -3.71083 -2.26585 -0.95796
H -4.79117 0.36387 -1.42201
H -5.17789 -1.13588 -2.27791
H -3.69319 -0.13217 -2.42032
H -0.53823 -0.44562 -0.42356
H -1.59245 -0.18189 -1.79118
H -1.70491 -2.63492 -1.97384
H -0.70573 -3.08095 -0.68892
H 1.32913 -3.53461 -3.16892
H 0.15125 -4.28638 -2.88262
H 1.30815 -4.03595 -1.56708
O 0.71804 1.64039 0.49658
H 1.59530 1.48578 0.29817
C 3.30255 -0.44877 -1.36902
S 3.23075 -1.95050 -0.55801
O 4.58957 -2.61659 -0.86198
C 3.31106 -1.40877 1.12565
H 4.15971 0.02652 -0.84686
H 2.57021 0.11251 -0.99516
H 3.08564 -0.55012 -2.41663
H 4.12565 -0.54576 1.26995
H 3.42460 -2.26818 1.79274
H 2.38696 -0.73883 1.31346
C 2.53264 4.97934 2.23149
S 2.65184 3.96942 0.80481
O 3.55715 4.87632 -0.04316
C 3.64719 2.65395 1.49063
H 1.79061 5.83663 2.14402
H 3.46638 5.58451 2.31818
H 2.38898 4.48612 3.05581
H 4.51768 3.12663 1.91069
H 3.90459 2.01621 0.82445
H 3.16135 2.24733 2.39157

Output
* HOMO level: -6.43 eV
* LUMO level: -0.0074 Eh
* orbital gap: 6.23 eV
* max |F|: 0.16974 hartree/bohr